# 1
# C36H37FeNP4S2

A molecular structure, C36H37FeNP4S2 (ωB97M-V/def2-TZVPD, OMol25).

2S+1 = 2
total charge = +1
LUMO level (spin up / spin down) = -0.0949 / -0.1321 Ha
total energy = -132629.7799 eV
HOMO level (spin up / spin down) = -0.3715 / -0.3732 Eh
orbital gap (spin up / spin down) = 7.53 / 6.56 eV
expectation value of S² = 0.9466

The geometry in XYZ format:
```
81
Properties=species:S:1:pos:R:3:forces:R:3:mulliken_spin:R:1
Fe -0.283 -2.216 -0.162 -0.407 0.344 -1.045 0.0168
S 2.795 -2.015 -0.897 -0.057 0.204 -0.028 0.1690
P 2.371 -0.139 -0.367 0.226 -0.770 0.192 -0.0135
C 0.619 -0.102 -0.379 0.249 -0.047 0.058 0.7203
P -0.487 0.822 -1.361 -0.369 -0.133 0.045 -0.1165
S -1.957 -0.490 -1.724 0.314 -0.285 0.008 0.0298
C -1.157 2.233 -0.440 0.168 -0.179 -0.053 -0.0200
C -2.076 3.053 -1.091 -0.005 0.000 0.098 -0.0047
C -2.660 4.104 -0.406 0.000 -0.017 -0.065 0.0027
C -2.335 4.332 0.926 -0.008 0.022 0.035 0.0004
C -1.422 3.514 1.573 0.010 0.024 0.056 0.0071
C -0.830 2.460 0.890 0.007 0.027 -0.111 0.0167
C 0.095 1.553 -2.917 0.020 -0.163 0.217 0.0254
C 0.639 2.835 -2.934 -0.003 -0.068 -0.007 -0.0139
C 1.058 3.384 -4.135 0.073 0.068 0.054 0.0013
C 0.947 2.653 -5.309 0.018 0.009 -0.057 -0.0020
C 0.419 1.369 -5.289 0.003 -0.058 0.024 -0.0017
C -0.012 0.817 -4.093 0.092 0.098 0.000 0.0011
C 3.414 0.975 -1.353 -0.242 -0.013 0.175 0.0186
C 3.395 0.835 -2.739 0.012 0.044 -0.032 -0.0014
C 4.253 1.588 -3.522 -0.073 -0.022 -0.049 0.0002
C 5.143 2.472 -2.927 0.039 0.036 0.057 0.0005
C 5.185 2.589 -1.546 0.064 0.050 0.017 -0.0004
C 4.324 1.844 -0.755 -0.125 0.018 -0.072 -0.0025
C 2.776 0.195 1.372 -0.084 0.171 -0.156 0.0510
C 2.437 1.445 1.894 0.091 -0.055 0.031 -0.0121
C 2.619 1.707 3.242 -0.023 0.063 -0.047 -0.0018
C 3.140 0.722 4.072 -0.024 -0.016 0.051 0.0088
C 3.490 -0.515 3.551 0.018 0.007 0.065 -0.0007
C 3.305 -0.784 2.200 0.078 0.005 -0.044 0.0125
H -2.333 2.857 -2.125 -0.019 0.053 -0.006 0.0013
H -3.367 4.749 -0.913 -0.018 -0.007 0.024 -0.0005
H -2.798 5.152 1.460 0.014 0.006 -0.005 0.0000
H -1.166 3.699 2.608 -0.011 -0.002 0.006 0.0005
H -0.113 1.815 1.382 -0.039 0.135 -0.080 0.0833
H 0.724 3.403 -2.015 0.003 0.029 -0.029 -0.0017
H 1.473 4.383 -4.151 -0.002 -0.009 -0.018 0.0000
H 1.270 3.090 -6.246 -0.002 -0.010 0.007 -0.0001
H 0.330 0.800 -6.205 0.010 0.025 -0.010 0.0000
H -0.444 -0.175 -4.063 -0.031 -0.014 -0.033 0.0015
H 2.728 0.119 -3.201 -0.029 -0.004 -0.018 -0.0050
H 4.234 1.476 -4.598 -0.009 0.006 -0.001 -0.0002
H 5.815 3.061 -3.537 0.006 -0.028 -0.013 0.0000
H 5.903 3.249 -1.076 -0.019 0.028 -0.029 -0.0001
H 4.376 1.931 0.321 0.040 0.011 -0.017 0.0008
H 2.039 2.210 1.236 0.016 0.018 0.058 0.0178
H 2.354 2.677 3.644 0.014 -0.006 0.012 -0.0001
H 3.268 0.922 5.128 0.041 -0.002 -0.012 0.0003
H 3.909 -1.274 4.200 -0.005 -0.004 -0.013 -0.0005
H 3.572 -1.748 1.785 -0.026 0.003 -0.026 0.0001
C -0.598 -3.265 3.367 0.174 -0.002 -0.313 0.0032
P -0.845 -1.995 2.066 -0.063 -0.087 0.202 0.0044
C -0.254 -0.521 2.966 0.063 -0.192 -0.271 0.0289
C -2.664 -1.783 2.027 0.130 -0.082 -0.155 0.0004
C -3.364 -1.143 3.043 -0.012 0.023 0.049 0.0033
C -4.731 -0.936 2.930 -0.006 0.040 0.022 -0.0008
C -5.404 -1.352 1.792 -0.002 -0.034 -0.051 0.0004
C -4.719 -2.011 0.782 0.022 -0.042 0.012 0.0021
C -3.355 -2.248 0.902 0.066 0.041 -0.094 -0.0096
P -2.395 -3.194 -0.328 0.331 -0.251 0.789 -0.0154
C -3.499 -3.438 -1.755 0.426 0.236 -0.079 -0.0041
C -2.461 -4.883 0.394 -0.016 0.123 -0.208 0.0036
H -1.120 -2.957 4.272 0.001 0.012 0.022 0.0010
H 0.471 -3.343 3.571 -0.013 -0.012 0.045 -0.0011
H -0.964 -4.242 3.062 -0.008 0.000 -0.011 0.0001
H -0.596 -0.542 4.000 -0.052 0.015 0.018 0.0016
H -0.615 0.374 2.463 -0.016 -0.119 0.107 -0.0120
H 0.837 -0.523 2.956 -0.116 0.008 0.013 -0.0102
H -2.850 -0.793 3.929 0.015 0.021 -0.018 0.0002
H -5.267 -0.431 3.723 0.011 -0.005 0.003 -0.0001
H -6.465 -1.167 1.688 0.004 0.013 0.014 0.0000
H -5.250 -2.323 -0.107 -0.043 -0.021 0.028 0.0005
H -3.725 -2.489 -2.237 -0.064 -0.050 -0.023 -0.0008
H -4.411 -3.939 -1.436 -0.020 -0.001 0.026 -0.0009
H -2.976 -4.078 -2.466 -0.043 0.019 -0.045 0.0002
H -3.479 -5.118 0.703 0.004 -0.062 0.004 0.0010
H -1.792 -4.962 1.247 -0.003 -0.011 0.022 -0.0007
H -2.140 -5.600 -0.365 0.007 -0.031 0.038 -0.0002
N 1.186 -4.995 -0.724 0.019 0.022 -0.054 0.0034
C 0.709 -3.972 -0.475 -0.791 0.808 0.663 0.0138
H 1.757 -5.768 -0.999 0.000 0.030 0.028 -0.0003
```
Forces are in eV/Å.

---

# 2
# C36H37N3ORuS5

A molecular structure, C36H37N3ORuS5 (ωB97M-V/def2-TZVPD, OMol25).

total charge = +2
LUMO level (spin up / spin down) = -0.2955 / -0.2949 Ha
total energy = -101194.7286 eV
HOMO level (spin up / spin down) = -0.4815 / -0.4809 Eh
orbital gap (spin up / spin down) = 5.06 / 5.06 eV

The geometry in XYZ format:
```
83
Properties=species:S:1:pos:R:3:forces:R:3:mulliken_charge:R:1
Ru -0.355 -0.645 -0.236 1.099 0.380 0.241 -0.0857
C 0.010 4.891 -3.365 -0.011 0.000 -0.007 -1.4315
C -0.731 5.402 -2.161 0.057 0.015 0.023 0.5947
C -0.790 6.762 -1.870 0.025 0.006 -0.012 -0.7396
C -1.477 7.240 -0.764 -0.004 -0.001 -0.007 -0.7437
C -2.139 6.358 0.077 -0.006 -0.014 0.016 -0.8469
C -2.111 5.000 -0.197 -0.059 0.008 -0.009 0.1386
C -1.400 4.534 -1.298 0.046 -0.064 -0.047 -0.1282
N -1.390 3.130 -1.601 -0.135 0.098 0.059 0.2383
C -1.128 2.140 -0.735 -0.012 -0.067 0.089 0.4178
N -0.503 2.473 0.406 0.029 -0.096 0.048 -0.0124
C -0.260 1.667 1.548 -0.098 0.069 -0.031 0.0335
C -0.295 0.271 1.509 -0.122 0.031 0.403 0.6449
C -0.145 -0.418 2.724 0.066 0.105 -0.159 -0.2291
C 0.116 0.251 3.901 0.006 -0.013 0.046 -1.2999
C 0.228 1.636 3.892 0.014 0.036 0.067 -0.8569
C 0.036 2.364 2.732 -0.028 0.023 -0.031 1.1195
C 0.118 3.868 2.745 0.007 0.009 0.034 -1.4787
N -1.410 0.867 -1.022 -0.165 -0.188 -0.419 0.3243
C -2.258 0.575 -2.147 0.166 0.016 0.018 -0.4979
C -3.511 1.165 -2.273 -0.087 -0.028 0.057 0.2968
C -4.320 0.861 -3.358 0.005 0.024 0.025 -0.8431
C -3.880 -0.041 -4.314 -0.013 -0.006 -0.023 -0.7901
C -2.643 -0.651 -4.168 0.004 -0.040 0.027 -1.1293
C -1.818 -0.361 -3.087 -0.021 -0.040 -0.116 0.7563
C -0.483 -1.048 -2.948 -0.198 0.084 0.020 -1.4000
H 0.626 5.677 -3.798 -0.007 0.000 0.006 0.4273
H -0.677 4.554 -4.146 0.001 0.001 0.026 0.3549
H 0.661 4.052 -3.111 -0.004 0.013 0.005 0.2626
H -0.279 7.457 -2.524 -0.014 -0.008 0.005 0.4150
H -1.503 8.303 -0.565 0.009 -0.026 -0.003 0.4196
H -2.695 6.726 0.931 0.016 -0.013 -0.024 0.4560
H -2.659 4.305 0.428 0.011 0.003 -0.025 0.6046
H -1.696 2.847 -2.520 -0.057 0.002 -0.003 0.4364
H -0.305 3.458 0.504 0.038 0.004 0.012 0.0010
H -0.238 -1.499 2.736 0.037 -0.019 0.019 0.5384
H 0.235 -0.296 4.828 -0.013 0.002 -0.022 0.5078
H 0.446 2.165 4.811 -0.001 -0.011 -0.017 0.4166
H 0.421 4.223 3.727 -0.009 -0.009 -0.002 0.4335
H -0.847 4.328 2.514 0.012 -0.009 -0.012 0.3057
H 0.852 4.248 2.028 -0.001 -0.006 0.015 0.3902
H -3.858 1.855 -1.512 0.019 -0.001 -0.031 0.5658
H -5.292 1.327 -3.451 0.021 -0.010 0.007 0.4679
H -4.501 -0.277 -5.168 0.011 -0.003 0.029 0.4374
H -2.310 -1.370 -4.907 0.001 0.033 0.009 0.4386
H -0.322 -1.750 -3.765 0.053 0.018 -0.017 0.5039
H -0.450 -1.705 -2.051 0.130 -0.047 -0.121 0.2959
H 0.350 -0.344 -2.951 0.084 0.009 0.060 0.3463
C 6.790 -5.382 0.574 -0.036 0.031 0.012 -1.5418
C 5.575 -4.508 0.683 0.051 -0.074 -0.034 0.6946
C 4.586 -4.530 -0.301 -0.011 -0.014 -0.037 -0.8783
C 3.462 -3.734 -0.226 -0.007 -0.060 -0.073 0.3419
C 2.449 -3.827 -1.336 0.042 -0.013 0.000 -1.1713
C 3.314 -2.875 0.897 -0.118 0.077 0.096 0.5088
C 2.183 -2.013 1.042 -0.001 0.149 0.116 0.0699
O 1.274 -1.881 0.202 0.134 -0.324 -0.641 -0.2060
C 4.308 -2.846 1.913 0.066 0.008 0.058 0.8755
C 4.254 -1.994 3.160 0.001 -0.042 -0.025 -1.9103
C 5.415 -3.665 1.776 -0.002 0.060 0.035 -0.7518
H 6.811 -5.930 -0.365 -0.009 0.012 0.007 0.3600
H 6.813 -6.102 1.394 -0.012 0.005 -0.003 0.3500
H 7.699 -4.784 0.648 -0.011 0.005 -0.004 0.3799
H 4.708 -5.189 -1.152 -0.002 0.011 0.016 0.3062
H 2.750 -4.597 -2.043 0.008 0.001 0.001 0.4622
H 2.361 -2.882 -1.875 0.000 0.003 0.018 0.1783
H 1.457 -4.074 -0.957 0.008 -0.001 0.006 0.1796
H 2.103 -1.424 1.955 0.053 0.074 0.036 0.1414
H 3.543 -1.174 3.140 -0.008 0.028 -0.029 0.4426
H 5.236 -1.560 3.343 0.007 -0.023 -0.001 0.4319
H 4.016 -2.620 4.023 -0.021 0.000 -0.009 0.3706
H 6.183 -3.641 2.541 -0.022 0.001 -0.017 0.5045
C -2.387 -5.191 0.786 0.026 -0.047 0.000 -0.8218
S -3.870 -4.581 1.588 -0.032 -0.172 -0.028 0.0444
C -3.896 -2.889 1.501 0.307 0.248 -0.115 0.4725
C -2.961 -1.919 1.033 -0.266 -0.289 0.355 -0.1735
S -1.489 -2.277 0.337 -0.834 -0.135 0.030 0.0229
S -3.431 -0.255 1.251 -0.089 0.127 -0.039 0.3688
C -4.987 -0.542 1.967 0.139 -0.049 -0.098 -0.0246
S -5.990 0.618 2.427 -0.171 0.099 0.073 -0.0940
S -5.358 -2.256 2.136 -0.097 0.076 0.063 -0.0910
H -2.500 -6.273 0.854 0.015 -0.005 -0.007 0.4320
H -1.489 -4.885 1.318 -0.014 -0.018 -0.010 0.3151
H -2.353 -4.895 -0.260 0.000 -0.018 0.020 0.3340
```
Forces are in eV/Å.

---

# 3
# C36H37N7O7SSr

A molecular structure, C36H37N7O7SSr (ωB97M-V/def2-TZVPD, OMol25).

total charge = 0
LUMO level = -0.0055 Ha
total energy = -74371.3226 eV
HOMO level = -0.2875 Eh
orbital gap = 7.67 eV

The geometry in XYZ format:
```
89
Properties=species:S:1:pos:R:3:forces:R:3:nbo_charge:R:1
Sr -0.572 0.744 0.469 -0.351 -0.389 -0.390 1.8350
C 0.968 -4.673 -1.758 0.067 -0.086 -0.015 -0.4374
N -0.118 -4.364 -0.836 0.080 0.025 0.091 -0.4121
C -0.219 -5.230 0.333 -0.098 -0.018 -0.030 -0.4118
C -0.920 -3.313 -1.061 -0.083 -0.138 -0.110 0.6476
O -0.847 -2.591 -2.053 0.077 0.045 0.021 -0.6767
C -2.019 -3.071 -0.026 -0.031 0.025 0.084 -0.1546
O -2.637 -1.809 -0.147 -0.016 0.111 -0.130 -0.5285
C -3.327 -1.590 -1.359 0.017 0.100 0.001 -0.1562
C -2.619 -0.499 -2.161 0.409 -0.443 0.183 0.7235
O -1.791 0.212 -1.599 -0.111 0.338 0.142 -0.7406
N -2.917 -0.351 -3.455 -0.160 0.054 -0.030 -0.4119
C -3.709 -1.327 -4.184 -0.025 0.009 -0.014 -0.4137
C -2.214 0.671 -4.215 0.024 0.032 0.000 -0.4180
H 0.713 -5.556 -2.351 -0.025 0.031 -0.040 0.1919
H 1.120 -3.828 -2.423 0.025 0.003 0.015 0.2259
H 1.868 -4.899 -1.180 -0.051 0.060 -0.007 0.2568
H 0.127 -6.223 0.057 0.020 -0.009 -0.016 0.2282
H 0.420 -4.885 1.142 0.080 0.008 0.049 0.2230
H -1.247 -5.315 0.680 -0.009 -0.006 -0.034 0.1903
H -2.769 -3.869 -0.104 0.025 -0.020 0.001 0.1870
H -1.605 -3.097 0.978 -0.001 0.008 0.078 0.2219
H -3.410 -2.508 -1.941 0.017 0.021 -0.014 0.2048
H -4.338 -1.243 -1.116 -0.010 0.012 -0.011 0.2009
H -4.637 -1.555 -3.663 0.000 -0.008 0.012 0.2059
H -3.972 -0.904 -5.151 -0.004 0.006 0.007 0.2156
H -3.151 -2.252 -4.351 0.016 -0.010 -0.001 0.2109
H -1.855 1.432 -3.526 -0.013 -0.019 -0.020 0.2506
H -1.363 0.244 -4.751 0.028 -0.022 -0.005 0.2008
H -2.900 1.118 -4.934 -0.012 0.004 -0.010 0.1973
O 3.050 -5.530 0.701 -0.245 -0.405 -0.145 -0.7485
C 3.719 -4.601 1.189 0.042 0.405 0.010 0.7323
O 4.853 -4.543 1.658 0.298 -0.069 0.132 -0.6964
C 2.931 -3.295 1.145 0.081 -0.022 -0.071 -0.0032
C 3.066 -2.421 0.073 -0.157 -0.058 -0.100 -0.1863
C 2.173 -1.370 -0.077 0.162 -0.075 0.228 0.1656
N 1.215 -1.142 0.830 -0.186 0.368 -0.070 -0.5531
C 1.146 -1.912 1.920 0.269 -0.120 -0.087 0.1650
C 1.987 -2.995 2.113 -0.178 0.010 0.023 -0.2450
C 0.112 -1.576 2.931 -0.146 -0.023 0.197 0.1830
C 0.343 -1.805 4.284 -0.068 -0.003 0.028 -0.2254
C -0.651 -1.494 5.195 0.031 -0.001 -0.012 -0.1430
C -1.850 -0.972 4.738 -0.032 -0.026 -0.018 -0.2526
C -1.996 -0.771 3.378 0.083 -0.021 0.022 0.0655
N -1.041 -1.058 2.494 0.129 0.233 -0.170 -0.5156
C 2.276 -0.418 -1.224 0.114 0.067 -0.158 0.1924
C 3.177 -0.638 -2.264 -0.028 0.010 -0.026 -0.2217
C 3.285 0.297 -3.277 0.008 -0.015 0.002 -0.1511
C 2.487 1.428 -3.248 -0.043 0.010 -0.028 -0.2448
C 1.595 1.564 -2.201 0.033 -0.084 0.080 0.0510
N 1.502 0.673 -1.213 -0.226 -0.092 0.243 -0.5146
H 3.848 -2.614 -0.645 0.011 0.015 -0.023 0.2188
H 1.875 -3.644 2.971 -0.021 0.007 0.018 0.2300
H 1.295 -2.195 4.613 0.016 -0.006 0.001 0.2352
H -0.486 -1.650 6.253 0.003 -0.001 0.012 0.2253
H -2.651 -0.715 5.416 -0.009 -0.003 0.011 0.2268
H -2.913 -0.363 2.970 -0.013 0.032 0.005 0.1977
H 3.788 -1.526 -2.288 0.005 -0.012 0.000 0.2272
H 3.989 0.140 -4.083 0.004 -0.003 -0.008 0.2233
H 2.544 2.183 -4.019 -0.002 0.016 -0.014 0.2249
H 0.926 2.415 -2.138 -0.016 0.021 -0.004 0.2148
C -3.792 6.749 6.001 0.008 -0.012 -0.007 -0.6309
C -3.021 5.931 5.000 0.013 0.005 -0.008 -0.0133
C -3.575 4.785 4.434 0.021 0.026 0.003 -0.1708
C -2.878 4.046 3.494 -0.025 0.000 0.004 -0.1855
C -1.607 4.450 3.111 -0.033 -0.046 -0.074 -0.3608
C -1.036 5.587 3.659 0.003 -0.003 0.014 -0.1699
C -1.745 6.319 4.600 -0.034 -0.028 -0.002 -0.2177
S -0.711 3.496 1.912 0.034 0.584 0.271 2.3130
O 0.470 4.257 1.587 0.031 0.058 0.029 -0.9627
O -0.481 2.196 2.549 0.076 -0.339 0.079 -1.0550
N -1.618 3.163 0.678 0.078 -0.068 -0.179 -1.0673
C -1.760 4.096 -0.350 -0.007 0.030 -0.081 0.3805
C -1.971 5.466 -0.132 -0.020 0.011 0.001 -0.2856
C -2.124 6.303 -1.217 -0.009 0.016 0.113 -0.1528
C -2.079 5.775 -2.499 0.007 -0.054 -0.068 -0.3020
C -1.873 4.414 -2.618 -0.010 0.001 -0.007 0.0520
N -1.710 3.587 -1.586 0.040 -0.034 0.087 -0.4874
H -4.585 6.163 6.463 -0.007 -0.009 0.003 0.2163
H -4.254 7.613 5.519 -0.004 0.008 -0.009 0.2241
H -3.139 7.124 6.788 0.010 0.005 0.006 0.2210
H -4.567 4.469 4.734 -0.012 -0.001 0.006 0.2036
H -3.318 3.163 3.050 -0.003 -0.021 -0.020 0.2247
H -0.047 5.887 3.345 0.036 0.003 -0.021 0.2462
H -1.295 7.205 5.031 -0.005 0.019 0.018 0.2138
H -2.015 5.862 0.874 0.008 -0.040 -0.004 0.2222
H -2.283 7.363 -1.063 0.000 0.014 0.008 0.2146
H -2.197 6.393 -3.377 -0.002 0.017 -0.013 0.2173
H -1.829 3.957 -3.601 0.003 -0.023 -0.033 0.1787
```
Forces are in eV/Å.